Formula: C3H8N4
Source: the OMol25 dataset
Level of theory: ωB97M-V with the def2-TZVPD basis set

```
15
Properties=species:S:1:pos:R:3:mulliken_charge:R:1
C -0.235 -0.542 0.074 0.504
C -1.351 1.574 0.048 -0.821
C 2.268 -0.619 -0.352 -0.784
N -0.790 -1.698 0.224 -0.664
N -2.021 -0.963 -0.010 -0.222
N -1.245 0.174 -0.306 0.060
N 1.255 0.105 0.476 -0.417
H -0.338 1.810 0.007 0.446
H -1.948 2.146 -0.525 0.277
H -1.791 1.704 1.116 0.224
H 3.218 -0.235 -0.050 0.319
H 2.262 -1.623 -0.120 0.344
H 2.096 -0.321 -1.427 0.275
H -2.574 -1.344 -0.676 0.179
H 1.193 -0.167 1.522 0.280
```

Charge   0
Orbital gap   10.26 eV
Energy   -337.95297 hartree
E_HOMO   -9.2 eV

Formula: C8H9NO2S
Source: the OMol25 dataset
Level of theory: ωB97M-V with the def2-TZVPD basis set

```
21
Properties=species:S:1:pos:R:3:mulliken_charge:R:1
C 1.703 -0.905 1.619 -0.818
C 1.482 1.281 -0.278 -1.005
C 0.144 1.475 -0.146 1.015
C -1.010 0.487 -0.147 0.726
C -2.275 0.802 0.355 -0.713
C -3.238 -0.240 0.464 -0.404
C -1.728 -1.734 -0.545 -0.288
C -0.750 -0.790 -0.684 -0.351
H 2.496 -1.742 1.819 0.320
H 1.838 -0.064 2.291 0.326
H 0.590 -1.127 1.559 0.289
H 2.056 2.255 -0.199 0.338
H -1.426 2.794 -0.313 0.332
H -2.360 1.804 0.730 0.396
H -4.147 0.086 0.921 0.375
H -1.563 -2.840 -0.709 0.356
H 0.342 -0.958 -1.014 0.459
N -3.032 -1.472 -0.030 -0.594
O 2.405 -1.263 -0.994 -0.618
O -0.365 2.716 -0.247 -0.548
S 2.569 -0.237 0.076 0.407
```

Charge   0
Orbital gap   9.06 eV
Energy   -913.54514 hartree
E_HOMO   -9.3 eV

Formula: C19H25ClEuNO2Sr
Source: the OMol25 dataset
Level of theory: ωB97M-V with the def2-TZVPD basis set

```
50
Properties=species:S:1:pos:R:3:mulliken_charge:R:1
Eu 0.089 -0.488 -1.504 0.782
Cl -0.767 1.978 -3.112 -0.705
C -2.424 -0.644 -1.251 -0.993
H -2.271 -1.137 -0.264 0.192
H -2.845 -1.282 -2.051 0.348
H -2.760 0.412 -1.203 0.145
Sr 0.136 0.038 -4.877 1.130
C 2.622 0.525 -5.399 -1.150
C -1.421 -0.370 -6.883 -1.189
C 0.063 -2.022 -3.366 -1.309
H -1.538 -1.409 -6.496 0.138
H -2.027 0.453 -6.429 0.175
H -0.488 -0.110 -7.442 0.167
H 2.908 -0.430 -4.908 0.140
H 2.253 0.506 -6.448 0.187
H 2.508 1.454 -4.797 0.164
H -0.832 -2.663 -3.580 0.124
H 1.178 -2.258 -3.363 0.177
C 3.897 0.515 2.190 -1.505
C 2.777 -0.441 1.887 1.092
C 3.048 -1.553 1.094 -1.045
C 2.055 -2.481 0.797 -0.735
C 0.762 -2.285 1.286 -0.955
C 0.473 -1.140 2.053 0.230
N -0.864 -0.971 2.443 0.183
C -1.664 0.164 2.707 -0.632
C -2.560 0.081 3.786 -0.609
C -3.361 1.163 4.137 -0.578
C -3.324 2.350 3.399 -0.498
C -2.485 2.442 2.304 -0.700
C -1.703 1.361 1.941 1.495
C -1.019 1.511 0.644 0.141
O -1.272 2.451 -0.146 -0.782
O -0.185 0.552 0.447 -0.334
C 1.497 -0.229 2.407 1.474
C 1.269 0.951 3.294 -1.863
H 3.693 1.531 1.825 0.299
H 4.102 0.587 3.266 0.307
H 4.824 0.182 1.712 0.404
H 4.066 -1.690 0.726 0.300
H 2.282 -3.358 0.200 0.363
H -0.032 -3.000 1.061 0.323
H -1.353 -1.839 2.627 0.332
H -2.592 -0.837 4.371 0.387
H -4.026 1.085 4.992 0.359
H -3.946 3.200 3.651 0.371
H -2.452 3.320 1.666 0.448
H 1.450 1.894 2.757 0.328
H 0.269 1.009 3.728 0.369
H 1.990 0.925 4.123 0.507
```

Charge   -2
Orbital gap (alpha / beta)   3.95 / 3.96 eV
Multiplicity   7
Energy   -2145.25111 hartree
E_HOMO (alpha / beta)   0.2 / 0.2 eV

Formula: C3H6N2O3
Source: the OMol25 dataset
Level of theory: ωB97M-V with the def2-TZVPD basis set

```
14
Properties=species:S:1:pos:R:3:mulliken_charge:R:1
C 0.372 -1.387 0.848 -0.071
C -0.772 0.081 -0.880 0.857
N 0.349 1.527 0.929 -0.532
C 0.702 0.690 -0.184 -0.369
O -0.230 -1.633 -0.375 -0.430
O -0.582 0.032 -2.215 -0.452
N 1.253 -0.559 0.045 -0.258
O -1.803 0.368 -0.323 -0.603
H -1.456 -0.041 -2.626 0.349
H -0.625 1.437 1.196 0.312
H 0.960 1.415 1.727 0.259
H 0.881 -2.261 1.252 0.278
H -0.268 -0.892 1.585 0.246
H 1.220 1.222 -0.979 0.414
```

Charge   0
Orbital gap (alpha / beta)   8.34 / 8.34 eV
Energy   -452.99428 hartree
E_HOMO (alpha / beta)   -9.9 / -10.0 eV

Formula: C40H56As2GeN2PdSSi3
Source: the OMol25 dataset
Level of theory: ωB97M-V with the def2-TZVPD basis set

```
106
Properties=species:S:1:pos:R:3:mulliken_charge:R:1
Pd 0.260 0.104 -0.061 0.627
C -3.026 0.808 -1.395 -1.206
C -2.576 -0.507 -2.017 -0.985
As -1.553 -1.617 -0.737 0.911
C -2.430 -3.342 -1.180 0.694
C -3.816 -3.419 -1.071 -0.834
C -4.481 -4.578 -1.424 -0.708
C -3.765 -5.681 -1.859 -0.546
C -2.383 -5.631 -1.911 -0.843
C -1.714 -4.468 -1.562 0.046
C 0.140 -1.940 -1.668 0.459
C 1.119 -2.575 -0.889 -0.289
C 2.298 -3.016 -1.459 -0.615
C 2.526 -2.816 -2.811 -0.644
C 1.589 -2.147 -3.580 -0.874
C 0.402 -1.711 -3.013 -0.922
As -1.492 1.875 -0.741 0.289
C -2.348 3.640 -0.959 0.590
C -3.671 3.846 -0.588 -0.432
C -4.304 5.037 -0.898 -0.693
C -3.620 6.035 -1.573 -0.528
C -2.291 5.849 -1.910 -0.722
C -1.654 4.662 -1.593 -0.410
C -0.344 1.922 -2.311 0.218
C 1.029 2.023 -2.076 -0.198
C 1.933 1.918 -3.120 -0.650
C 1.476 1.706 -4.409 -0.796
C 0.114 1.668 -4.661 -0.777
C -0.792 1.785 -3.621 -0.821
H -3.688 0.607 -0.536 0.462
H -3.594 1.411 -2.117 0.798
H -1.947 -0.305 -2.889 -0.222
H -3.447 -1.080 -2.357 0.870
H -4.373 -2.555 -0.718 0.349
H -5.559 -4.615 -1.368 0.426
H -4.285 -6.580 -2.151 0.389
H -1.818 -6.491 -2.236 0.444
H -0.632 -4.431 -1.605 0.305
H 0.929 -2.741 0.176 0.343
H 3.043 -3.511 -0.850 0.455
H 3.426 -3.198 -3.268 0.634
H 1.763 -1.978 -4.633 0.440
H -0.329 -1.228 -3.650 0.421
H -4.214 3.068 -0.064 0.340
H -5.338 5.183 -0.623 0.437
H -4.121 6.956 -1.833 0.403
H -1.748 6.623 -2.432 0.440
H -0.612 4.514 -1.855 0.407
H 1.388 2.272 -1.072 0.625
H 2.992 2.004 -2.928 0.553
H 2.176 1.609 -5.226 0.458
H -0.244 1.553 -5.676 0.437
H -1.857 1.785 -3.833 0.420
C 2.885 -1.871 2.906 -0.732
Si 2.180 -0.235 3.597 0.486
C 1.897 -0.365 5.483 -1.128
C 3.171 1.324 3.125 -0.898
Ge -0.036 -0.033 2.294 0.270
Si -0.823 2.190 2.999 0.452
C 0.102 3.570 2.049 -0.629
C -0.656 2.451 4.882 -1.145
C -2.692 2.279 2.551 -0.601
Si -1.570 -1.803 3.083 0.549
C -3.333 -1.478 2.399 -0.715
C -1.007 -3.510 2.419 -0.704
C -1.639 -1.799 4.989 -1.126
H 3.956 -1.920 3.088 0.466
H 2.732 -1.922 1.831 -0.126
H 2.424 -2.741 3.367 0.346
H 2.859 -0.360 5.983 0.406
H 1.394 -1.285 5.755 0.308
H 1.318 0.463 5.871 0.281
H 4.236 1.141 3.239 0.418
H 2.913 2.182 3.739 0.371
H 3.002 1.576 2.081 0.142
H 1.140 3.645 2.359 0.340
H -0.363 4.541 2.203 0.470
H 0.083 3.361 0.975 -0.104
H 0.378 2.582 5.178 0.292
H -1.057 1.602 5.425 0.275
H -1.201 3.333 5.196 0.423
H -2.865 1.782 1.593 -0.272
H -3.029 3.309 2.460 0.513
H -3.303 1.793 3.305 0.511
H -3.283 -1.262 1.329 -0.022
H -3.812 -0.643 2.897 0.417
H -3.968 -2.350 2.526 0.472
H -1.120 -3.541 1.332 -0.003
H -1.613 -4.312 2.829 0.489
H 0.030 -3.722 2.665 0.258
H -1.973 -0.837 5.361 0.287
H -0.668 -2.002 5.423 0.263
H -2.324 -2.553 5.356 0.406
C 5.775 -1.373 -3.605 -1.272
C 5.484 -0.425 -2.493 1.029
C 6.420 0.516 -2.064 -0.873
C 6.018 1.385 -1.062 -0.442
N 4.838 1.290 -0.479 -0.501
C 4.052 0.306 -0.903 -0.187
S 2.643 0.040 0.049 -0.466
N 4.297 -0.518 -1.910 0.174
H 6.712 -1.124 -4.092 0.443
H 4.970 -1.360 -4.335 0.259
H 5.839 -2.381 -3.198 0.244
H 7.400 0.567 -2.506 0.436
H 6.647 2.192 -0.707 0.475
```

Charge   +1
Orbital gap (alpha / beta)   6.15 / 5.25 eV
Multiplicity   2
Energy   -9610.15116 hartree
E_HOMO (alpha / beta)   -10.2 / -10.1 eV

Formula: C9H8FNO
Source: the OMol25 dataset
Level of theory: ωB97M-V with the def2-TZVPD basis set

```
20
Properties=species:S:1:pos:R:3:mulliken_charge:R:1
C 2.129 -0.122 1.475 -1.491
C 0.902 0.689 1.049 1.763
F 0.230 1.403 2.108 -0.359
C 1.257 1.714 -0.071 -0.223
O 2.063 2.616 0.030 -0.628
N 0.536 1.461 -1.148 -0.015
C -0.363 0.448 -0.949 0.412
C -1.260 -0.067 -1.865 -0.656
C -2.118 -1.118 -1.399 -0.520
C -2.025 -1.584 -0.100 -0.526
C -1.079 -1.077 0.808 -0.712
C -0.229 -0.089 0.372 -0.100
H 2.888 0.559 1.476 0.492
H 2.257 -0.721 0.647 0.406
H 1.842 -0.597 2.504 0.317
H 0.661 1.664 -2.139 0.257
H -1.194 0.405 -2.876 0.289
H -2.870 -1.677 -1.959 0.340
H -2.604 -2.347 0.352 0.395
H -1.021 -1.558 1.684 0.559
```

Charge   0
Orbital gap   9.43 eV
SMILES string   C[C@@]1(F)C(=O)Nc2ccccc21
Energy   -577.59626 hartree
E_HOMO   -8.8 eV

Formula: C13H13F3N5O3
Source: the OMol25 dataset
Level of theory: ωB97M-V with the def2-TZVPD basis set

```
37
Properties=species:S:1:pos:R:3:mulliken_charge:R:1
N 4.215 -3.145 0.011 -0.374
C 3.189 -2.309 -0.054 0.657
N 1.926 -2.732 0.277 -0.543
C 1.176 -1.634 0.104 -0.501
C -0.269 -1.733 0.413 0.717
C -0.644 -1.296 1.707 -0.053
C -1.971 -1.382 2.183 -0.630
C -2.946 -1.929 1.326 -0.441
C -2.584 -2.370 0.029 -0.629
C -1.259 -2.271 -0.439 -0.261
N 1.881 -0.569 -0.305 -0.020
N 3.166 -1.015 -0.398 0.535
N 4.283 -0.234 -0.763 -0.990
C 5.008 -0.094 0.267 0.729
O 5.752 -0.224 1.121 -0.219
H 4.005 -4.079 0.333 0.275
H 5.167 -2.885 -0.185 0.222
H 0.132 -0.925 2.378 0.390
H -2.155 -1.070 3.206 0.453
H -3.953 -2.026 1.723 0.425
H -3.362 -2.827 -0.577 0.428
H -0.969 -2.661 -1.411 0.475
H 1.525 0.357 -0.500 0.326
C -1.822 3.289 -2.753 -1.260
C -0.717 2.695 -1.907 -0.107
O -0.886 3.040 -0.519 -0.327
C -1.726 2.274 0.175 0.434
O -2.320 1.338 -0.257 -0.462
C -1.776 2.737 1.638 0.842
F -1.840 4.066 1.736 -0.245
F -0.671 2.333 2.293 -0.260
F -2.830 2.232 2.271 -0.237
H -1.880 4.367 -2.601 0.328
H -1.642 3.090 -3.809 0.385
H -2.791 2.870 -2.482 0.328
H 0.245 3.110 -2.205 0.380
H -0.661 1.611 -2.027 0.232
```

Charge   +1
Orbital gap   8.83 eV
Energy   -1302.00413 hartree
E_HOMO   -12.4 eV

Formula: C3H3O2Sn
Source: the OMol25 dataset
Level of theory: ωB97M-V with the def2-TZVPD basis set

```
9
Properties=species:S:1:pos:R:3:mulliken_charge:R:1
C 0.994 -0.432 1.520 -0.044
C 0.651 -1.199 0.468 -0.951
H 0.667 -0.304 2.552 0.363
H -0.246 -1.835 0.512 0.380
H 1.343 -1.377 -0.363 0.404
O -0.106 1.592 0.535 -0.093
C -0.508 1.157 -0.480 0.898
Sn -1.687 1.184 -3.251 1.360
O -1.107 1.215 -1.494 -0.316
```

Charge   +2
Orbital gap (alpha / beta)   4.09 / 5.09 eV
Multiplicity   2
Energy   -479.96175 hartree
E_HOMO (alpha / beta)   -16.2 / -17.2 eV